Entry 1:
ORCA calculation (ωB97M-V with the def2-TZVPD basis set) on a cluster of 3 separate species, C2H5N2O3 in total at a distorted geometry.

Summary:
- Net charge: -1
- DFT total energy: -11275.6338 eV
- Gap between HOMO and LUMO: 0.2658 hartree
- Energy relative to the best compared isomer or geometry (same formula, charge and spin): 128.6 kcal per mole
- HOMO level: -3.77 eV

Last column: natural (NBO) charge in e.
Atoms and positions in Å:
O: 1.136 -0.583 1.073  -0.685
O: -3.413 0.496 -1.079  -0.558
O: -3.867 -0.301 1.031  -0.545
N: 3.118 0.292 -0.538  -1.156
N: 0.087 -0.118 0.428  -0.211
C: -0.941 -0.780 -0.075  -0.368
C: -3.533 0.057 0.007  1.050
H: -0.036 0.936 0.333  0.324
H: -0.735 -1.839 0.127  0.103
H: 3.409 1.071 0.012  0.319
H: 2.132 -0.038 0.050  0.416
H: 2.643 0.808 -1.369  0.312

Entry 2:
ORCA calculation (ωB97M-V with the def2-TZVPD basis set) on an isolated molecule of C2H5N2P at a distorted geometry.

Summary:
- DFT total energy: -14421.4697 eV
- Structure (SMILES): [H]/N=C/C=N/P
- Gap between HOMO and LUMO: 0.3027 hartree
- Energy relative to the best compared isomer or geometry (same formula, charge and spin): 39.6 kcal per mole
- HOMO level: -9.05 eV

Last column: natural (NBO) charge in e.
Atoms and positions in Å:
P: 2.461 -0.098 -0.249  0.572
N: -2.540 -0.283 -0.197  -0.553
N: 0.983 0.568 -0.098  -0.730
C: -1.469 0.437 -0.214  0.043
C: -0.183 -0.225 -0.223  0.077
H: 2.464 -1.416 0.436  -0.070
H: -1.283 1.460 -0.056  0.179
H: -3.295 0.392 -0.134  0.337
H: -0.228 -1.244 -0.203  0.178
H: 3.091 0.408 0.940  -0.034

Entry 3:
ORCA calculation (ωB97M-V with the def2-TZVPD basis set) on an isolated molecule of C2H5N2P at a distorted geometry.

Summary:
- DFT total energy: -14421.6208 eV
- Structure (SMILES): C1CPN=N1
- Gap between HOMO and LUMO: 0.3383 hartree
- Energy relative to the best compared isomer or geometry (same formula, charge and spin): 36.1 kcal per mole
- HOMO level: -8.33 eV

Last column: natural (NBO) charge in e.
Atoms and positions in Å:
P: -1.270 -1.147 0.095  0.613
N: -0.942 1.374 -0.088  -0.053
N: -1.812 0.576 -0.040  -0.349
C: 0.649 0.683 0.020  -0.322
C: 0.490 -0.680 -0.430  -0.739
H: -0.867 -0.994 1.432  -0.057
H: 0.746 0.864 1.187  0.206
H: 0.425 -0.635 -1.486  0.223
H: 1.289 1.333 -0.560  0.215
H: 1.292 -1.374 -0.130  0.262

Entry 4:
ORCA calculation (ωB97M-V with the def2-TZVPD basis set) on the ion C2H5N2S3 with charge +1 at a distorted geometry.

Summary:
- Net charge: +1
- DFT total energy: -37631.5020 eV
- Gap between HOMO and LUMO: 0.2841 hartree
- Energy relative to the best compared isomer or geometry (same formula, charge and spin): 47.8 kcal per mole
- HOMO level: -12.80 eV

Last column: natural (NBO) charge in e.
Atoms and positions in Å:
S: -1.630 1.416 0.497  0.227
S: 2.783 -0.580 0.184  0.111
S: -0.031 2.430 -0.398  0.464
N: 1.194 1.411 0.059  -0.790
N: -1.987 -1.240 0.250  -0.640
C: -1.401 -0.183 -0.220  0.035
C: 1.498 0.283 -0.551  -0.144
H: -1.797 -2.107 -0.134  0.433
H: -2.385 -1.163 1.129  0.423
H: 1.705 1.522 0.930  0.397
H: 2.623 -1.622 -0.721  0.181
H: -0.573 -0.167 -1.026  0.304